ORCA calculation (ωB97M-V/def2-TZVPD) on a structure of composition C25H43AgFNO9 in a non-equilibrium geometry.

Geometry as XYZ:
```
80
C25H43AgFNO9 | the OMol25 dataset | ωB97M-V/def2-TZVPD
Ag 2.80 -0.96 2.45
F 1.94 -0.29 0.52
C -4.01 -0.68 0.20
C -2.78 -0.11 -0.59
C -3.36 0.84 -1.72
C -3.87 2.14 -1.13
C -2.72 2.97 -0.47
C -2.08 2.05 0.67
N -1.78 0.66 0.17
O -0.95 -0.16 1.00
C -0.78 2.82 1.04
C -3.08 2.08 1.83
C -1.99 -1.23 -1.34
H -3.63 -1.57 0.70
H -4.76 -0.99 -0.53
H -4.57 0.01 0.83
H -2.63 1.07 -2.50
H -4.18 0.32 -2.22
H -4.59 1.78 -0.39
H -4.34 2.74 -1.90
H -3.18 3.87 -0.08
H -2.06 3.42 -1.21
H -0.10 2.13 1.54
H -0.26 3.24 0.17
H -1.00 3.66 1.69
H -2.94 3.01 2.39
H -4.15 1.98 1.65
H -2.79 1.27 2.50
H -1.58 -1.90 -0.59
H -1.03 -0.81 -1.62
H -2.49 -1.85 -2.09
H -0.10 -0.11 0.54
O 3.88 0.94 2.99
C 3.86 2.16 2.72
O 4.99 2.91 2.64
C 4.74 4.16 2.09
C 3.25 4.06 1.67
C 2.58 2.92 2.40
H 5.35 4.40 1.22
H 4.94 4.87 2.88
H 3.19 3.96 0.58
H 2.75 5.00 1.92
H 1.88 2.40 1.75
H 2.22 3.18 3.39
O 0.88 -2.12 2.54
C -0.01 -2.97 2.34
O -0.37 -3.29 1.06
C -1.21 -4.45 1.12
C -1.28 -4.87 2.52
C -0.82 -3.69 3.40
H -0.90 -5.23 0.42
H -2.17 -4.07 0.79
H -0.63 -5.73 2.65
H -2.30 -5.16 2.79
H -0.20 -4.11 4.19
H -1.70 -3.08 3.63
O 2.73 3.29 -4.42
C 2.14 2.38 -3.73
O 1.19 1.60 -4.32
C 0.44 0.82 -3.40
C 0.64 1.58 -2.12
C 2.11 2.08 -2.27
H 0.86 -0.18 -3.35
H -0.61 0.65 -3.67
H 0.69 0.92 -1.25
H -0.04 2.42 -1.95
H 2.80 1.26 -2.08
H 2.33 2.91 -1.60
O 0.95 -2.70 -3.93
C 1.30 -3.20 -2.85
O 1.28 -4.50 -2.68
C 2.23 -4.93 -1.68
C 2.73 -3.62 -1.12
C 1.82 -2.51 -1.61
H 3.04 -5.46 -2.17
H 1.69 -5.55 -0.96
H 3.77 -3.33 -1.28
H 2.64 -3.61 -0.03
H 2.39 -1.62 -1.87
H 0.98 -2.36 -0.93
```

For the electronic energy, the calculation gives -53235.105 eV. The value obtained for the highest occupied orbital energy (spin up / spin down) is -14.105 / -14.100 eV. As for the molecular weight: 628.5 g/mol. The spin multiplicity is 3. The expectation value of S² is 2.014. The HOMO-LUMO gap (spin up / spin down) is 7.437 / 3.125 eV. The net charge is +2.